Molecular formula: C41H30Cl84N2O2S
Method: DFT, the ωB97M-V functional and the def2-TZVPD basis

```
160
Properties=species:S:1:pos:R:3:forces:R:3
C 2.071671 -0.370168 1.359470 -0.9 -0.5 0.7
C 1.298081 -1.630961 1.982743 -1.5 1.2 -0.2
C -0.266949 -1.230508 1.923692 1.2 -0.1 -0.1
C -0.871785 -1.654604 0.519977 -1.5 0.4 0.6
C -1.940746 -0.552783 0.019045 0.5 -1.0 -0.1
C -1.715783 -0.104531 -1.480789 -0.5 -0.3 -0.1
C -2.566240 1.187686 -1.922658 -0.4 0.3 0.3
C -3.566134 1.685729 -0.814537 -1.8 -0.6 0.8
C -4.765349 0.855584 -0.640714 1.2 1.5 0.4
C -5.808645 1.140569 0.395106 2.3 0.6 -1.1
N -6.950808 0.389006 0.625501 1.9 3.3 1.3
S -7.648237 1.236138 1.905279 3.1 1.2 -1.1
N -6.563375 2.477842 2.157414 1.3 -1.8 -1.2
C -5.506705 2.378475 1.229685 -1.2 -2.9 1.1
C -4.256668 3.277873 1.083625 0.9 -1.6 -1.3
C -4.093470 4.484688 2.080328 0.0 -0.6 1.1
C -3.353916 4.017299 3.439567 -0.3 0.6 -0.7
C -3.269638 2.927159 0.039367 -2.7 -0.9 1.6
C -1.985154 3.803496 -0.132414 -0.4 -0.9 -0.3
C -0.617909 3.009854 0.049422 0.4 0.8 0.2
C -0.112771 3.082203 1.556236 0.3 -0.2 -0.5
C 1.448817 3.220162 1.689732 -0.9 -1.0 0.9
O 1.967410 4.464694 1.150315 1.5 -0.7 0.3
C 3.350449 4.289510 0.923978 0.5 -0.7 -1.2
O 3.769095 3.637343 -0.004550 -0.8 0.7 1.0
H 3.018011 -0.661626 0.835260 -0.8 0.5 0.5
H 2.243771 0.358459 2.208861 0.2 -0.8 -1.0
H 1.337291 0.156967 0.671520 1.1 -0.7 0.4
H 1.531521 -1.785049 3.070599 0.3 -0.1 -1.2
H 1.400073 -2.551045 1.351707 0.3 0.8 0.9
H -0.273908 -0.105825 2.090277 -0.3 -1.2 -0.4
H -0.848937 -1.662288 2.789177 0.5 0.2 -1.0
H -1.470650 -2.601396 0.695714 0.9 0.9 -0.3
H -0.102943 -1.904423 -0.260573 -0.5 0.5 0.8
H -1.896522 0.279633 0.772075 -0.2 -0.5 -1.0
H -2.963753 -1.027553 0.086175 1.0 0.8 0.0
H -2.081406 -0.963371 -2.128487 0.5 0.9 0.7
H -0.620178 0.009989 -1.738056 -1.1 0.1 0.5
H -3.206908 0.894105 -2.807483 0.8 0.5 0.9
H -1.895926 2.049714 -2.225454 -0.7 -1.1 0.3
H -4.888139 -0.060716 -1.287669 0.2 1.2 0.7
H -3.556984 5.372008 1.652898 -0.6 -1.0 0.1
H -5.119807 4.828499 2.389412 1.3 -0.4 -0.4
H -3.109985 2.932438 3.297828 0.0 1.2 0.6
H -2.434257 4.646273 3.646349 -0.9 -0.9 -0.4
H -4.067755 4.194758 4.294919 0.9 -0.5 -0.9
H -2.021252 4.613168 0.643438 0.1 -0.7 -1.0
H -2.005615 4.280119 -1.160546 0.1 -0.7 1.4
H -0.672689 1.935270 -0.281500 -0.1 1.2 0.3
H 0.145986 3.526675 -0.613527 -0.8 -0.6 0.8
H -0.603228 3.927343 2.112320 0.4 -0.8 -0.6
H -0.404922 2.105327 2.055809 0.4 1.2 -0.3
H 1.700341 3.201795 2.799516 -0.2 -0.1 -1.2
H 1.917391 2.328665 1.194411 -0.2 1.0 0.3
H 4.130665 4.740916 1.609076 -1.6 -0.1 -0.3
C -2.019932 6.623849 -4.084026 0.1 0.1 0.1
Cl -0.263532 6.376796 -4.010683 -0.5 0.0 -0.1
Cl -2.595492 6.339159 -5.740816 -0.1 -0.1 0.3
Cl -2.815574 5.484966 -2.981134 -0.1 0.3 -0.4
Cl -2.406057 8.284445 -3.601758 0.1 -0.3 0.1
C 3.682807 5.260048 -5.628965 -0.1 -0.1 0.0
Cl 4.482209 6.705927 -6.271484 0.2 -0.3 0.3
Cl 2.759551 5.694275 -4.176781 0.3 -0.1 -0.1
Cl 2.574969 4.576125 -6.845110 0.0 -0.4 1.2
Cl 4.913194 4.055209 -5.209663 -0.2 0.1 -0.1
C 1.235218 -5.960853 1.152269 -0.1 0.0 -0.1
Cl 2.325908 -4.935993 0.200202 -0.1 -0.1 0.1
Cl 2.094050 -6.574177 2.578074 0.5 0.7 -0.6
Cl -0.170027 -5.011047 1.668201 0.2 -0.2 0.0
Cl 0.688299 -7.321067 0.158990 0.1 0.2 0.1
C 0.296298 -8.983630 -3.779228 0.1 0.0 -0.1
Cl 1.878530 -8.212293 -3.557038 -0.2 -0.1 0.0
Cl -0.382152 -9.410763 -2.197812 0.0 0.0 -0.2
Cl -0.800677 -7.855364 -4.594486 0.4 -0.4 0.3
Cl 0.485257 -10.449852 -4.758339 0.0 0.2 0.1
C -5.866381 1.582638 5.784137 0.0 0.0 0.0
Cl -4.655868 1.211050 4.544763 -0.2 -0.2 0.3
Cl -5.442406 0.745508 7.289419 0.0 0.1 -0.1
Cl -5.906245 3.331674 6.072889 -0.1 -0.2 0.0
Cl -7.462458 1.042161 5.242779 0.1 0.0 0.2
C 6.013092 -7.208517 0.503136 0.0 -0.2 0.0
Cl 6.369694 -5.548779 -0.016489 -0.2 -0.1 0.0
Cl 7.419917 -8.245605 0.202891 -1.2 -0.7 -0.2
Cl 5.637526 -7.216696 2.235789 0.1 0.0 -0.2
Cl 4.621388 -7.823594 -0.408854 0.1 0.1 0.1
C -12.056753 0.434597 1.720559 -0.1 -0.1 0.0
Cl -10.293306 0.246676 1.806611 -1.0 -0.2 0.0
Cl -12.598242 0.171341 0.052882 0.1 0.0 0.2
Cl -12.831398 -0.750433 2.787638 0.1 0.1 -0.1
Cl -12.500211 2.072207 2.234731 0.1 -0.2 -0.1
C -7.643594 5.597923 0.007406 0.1 0.1 -0.1
Cl -6.902568 7.055396 -0.690022 -0.1 -0.1 0.0
Cl -8.572648 6.042333 1.453469 0.1 -0.1 -0.1
Cl -8.727644 4.857688 -1.186669 0.1 0.1 0.1
Cl -6.371212 4.434412 0.456677 -2.3 2.6 -2.2
C -6.293749 -3.064020 2.060317 0.0 0.1 0.0
Cl -5.624111 -1.983872 3.296906 -0.1 -0.1 -0.2
Cl -8.019576 -2.717794 1.844874 0.2 -0.1 0.0
Cl -5.441620 -2.807479 0.525535 -0.1 -0.1 0.1
Cl -6.088767 -4.749464 2.574122 0.0 0.2 -0.1
C -0.697553 -9.342554 4.736847 0.0 -0.1 0.0
Cl 0.395048 -8.313141 3.788481 -0.7 -0.7 0.6
Cl 0.159492 -9.958924 6.162468 -0.1 0.1 -0.2
Cl -2.102199 -8.392236 5.256570 0.2 -0.1 -0.1
Cl -1.242121 -10.705238 3.739575 0.0 0.1 0.1
C -2.977888 11.486681 -6.090026 0.0 0.0 -0.1
Cl -2.759432 11.743942 -4.347850 0.0 0.0 -0.2
Cl -3.361376 9.783472 -6.392520 -0.1 0.4 -0.1
Cl -4.305471 12.506029 -6.675370 0.2 -0.1 0.1
Cl -1.482851 11.914338 -6.942375 -0.2 -0.1 0.1
C 11.066844 -6.624859 0.724289 0.0 0.2 0.0
Cl 11.850474 -5.538506 1.886161 0.0 -0.2 -0.3
Cl 9.345899 -6.219563 0.600148 1.3 0.8 0.2
Cl 11.828766 -6.445027 -0.865508 0.0 0.0 0.3
Cl 11.238864 -8.303980 1.275576 0.0 0.1 -0.1
C 11.731494 -3.992811 5.602480 -0.1 0.0 0.0
Cl 12.116464 -2.342395 5.080195 0.0 -0.2 0.0
Cl 13.125075 -5.047891 5.301319 -0.1 0.1 0.0
Cl 11.354357 -3.991983 7.335184 0.1 0.0 -0.2
Cl 10.332211 -4.588741 4.692197 0.1 0.1 0.3
C 3.602252 3.819659 -10.790333 0.1 0.1 -0.1
Cl 2.339675 2.672373 -10.303610 0.1 0.1 0.0
Cl 2.974296 4.886071 -12.060186 0.1 -0.1 0.2
Cl 4.085770 4.790737 -9.388858 0.4 -0.2 -0.8
Cl 5.005824 2.928196 -11.406360 -0.2 0.1 0.1
C 6.554949 6.703078 2.071413 0.1 0.1 -0.1
Cl 6.028479 7.443786 0.550368 0.0 -0.2 0.2
Cl 7.470101 5.214824 1.714603 -0.7 0.3 -0.7
Cl 7.571612 7.851164 2.958264 -0.3 0.1 -0.3
Cl 5.134388 6.292911 3.053263 0.3 0.3 0.2
C 10.041448 5.411836 5.394882 0.0 -0.1 0.0
Cl 10.724513 3.837422 5.844100 -0.1 0.2 0.0
Cl 8.988802 5.220499 3.978403 0.8 -0.3 1.0
Cl 9.095588 6.054804 6.751192 0.1 -0.1 -0.1
Cl 11.356115 6.537256 5.005350 -0.1 -0.1 0.0
C -3.647476 -5.260986 -3.406672 0.0 0.0 0.1
Cl -3.161716 -6.040419 -4.926163 -0.4 0.4 0.1
Cl -2.558116 -5.772933 -2.103959 -0.1 0.1 -0.1
Cl -3.559209 -3.498775 -3.592214 0.0 -0.2 0.0
Cl -5.308938 -5.730361 -3.006694 0.2 0.1 -0.1
C 10.957359 -8.866818 -4.492230 0.0 0.0 0.0
Cl 11.754047 -7.428446 -5.157028 -0.1 -0.1 0.1
Cl 10.067534 -8.422651 -3.025158 0.0 -0.1 -0.2
Cl 9.830159 -9.526139 -5.691972 0.1 0.1 0.1
Cl 12.179350 -10.088725 -4.094807 -0.1 0.1 0.0
C -16.308142 -2.354776 3.973208 0.0 0.0 0.0
Cl -15.753644 -3.144193 2.485304 -0.1 0.1 0.2
Cl -15.234802 -2.799831 5.313279 -0.1 0.1 -0.2
Cl -16.280225 -0.595970 3.754522 -0.1 -0.2 0.0
Cl -17.961592 -2.879674 4.340192 0.2 0.1 0.0
C 1.094633 8.571685 -7.889910 0.0 0.0 -0.1
Cl 2.127102 7.165444 -8.195729 -0.7 0.9 -0.5
Cl 0.670225 9.346939 -9.429061 0.0 0.0 0.2
Cl -0.382000 8.048162 -7.064426 0.4 0.1 -0.3
Cl 1.965206 9.729935 -6.864749 -0.1 -0.1 -0.1
C 6.994268 -11.644103 3.044025 0.0 0.0 0.0
Cl 7.620122 -13.229537 3.532838 -0.1 0.2 -0.1
Cl 5.991236 -11.825221 1.592882 0.1 0.1 0.2
Cl 6.015926 -10.963642 4.357366 0.1 -0.1 -0.2
Cl 8.348565 -10.555838 2.692120 -0.1 -0.1 0.1
```
Positions in Å, forces in eV/Å.

Summary:
E_HOMO ... -8.40 eV
Molecular weight ... 3592.82 g mol⁻¹
E_tot ... -1112784.41874 eV
Multiplicity ... 1
Net charge ... 0